Record 1
Molecular formula: CH11O5
Method: DFT, the ωB97M-V functional and the def2-TZVPD basis

Last column: Mulliken charge in e.
Element x y z (Å)
C -0.924 0.919 -0.587  -0.701
O -0.478 -0.114 0.192  -0.775
H -1.315 1.773 -0.126  0.304
H -0.238 1.266 -1.313  0.268
H -1.912 0.408 -1.100  0.206
H -1.130 -2.076 -1.625  0.298
H -0.090 -1.115 -1.336  0.308
O -0.522 -1.460 -2.085  -0.670
H 2.822 0.120 -0.530  0.279
H 2.950 1.362 0.361  0.338
O 3.044 0.972 -0.547  -0.644
H -1.779 -1.738 1.642  0.250
H -1.577 -0.803 0.611  0.360
O -2.392 -1.138 1.329  -0.780
H 0.928 0.320 0.922  0.452
H 1.098 0.684 2.504  0.230
O 1.513 0.620 1.688  -0.722

Output
Kohn-Sham gap = 8.5 eV
Highest occupied orbital energy = -4.6 eV
Total charge = -1
E_LUMO = 3.9272 eV
2S+1 = 1

***

Record 2
Molecular formula: CH11P7
Method: DFT, the ωB97M-V functional and the def2-TZVPD basis

Last column: Mulliken charge in e.
Element x y z (Å)
C -0.017 0.370 2.067  -1.016
P -0.816 1.487 -2.057  -0.152
P -2.572 -1.375 -0.191  -0.118
P 0.635 -1.701 -0.833  -0.067
P 3.064 0.790 1.492  -0.163
P 0.327 2.299 -0.272  -0.132
P -0.724 -2.277 0.698  -0.010
P 1.071 0.592 0.750  0.458
H 0.084 -0.300 2.846  0.489
H -0.959 0.826 1.670  0.262
H 0.130 2.169 -2.814  0.073
H -1.769 2.562 -2.381  0.105
H -3.404 -2.461 -0.346  0.059
H -3.070 -1.061 0.967  0.016
H 0.508 -2.802 -1.730  0.127
H -0.261 -0.981 -1.566  -0.122
H 3.563 0.024 0.472  0.066
H 2.718 -0.446 2.331  0.074
H 1.495 2.287 -1.105  0.050

Output
Kohn-Sham gap (alpha / beta) = 6.6 / 5.5 eV
Highest occupied orbital energy (alpha / beta) = -7.4 / -6.6 eV
E_LUMO (alpha / beta) = -0.7581 / -1.0800 eV
2S+1 = 1

***

Record 3
Molecular formula: CH12Ba3O9
Method: DFT, the ωB97M-V functional and the def2-TZVPD basis

Last column: Mulliken charge in e.
Element x y z (Å)
Ba 1.972 3.542 0.813  1.887
Ba -2.880 -1.477 0.841  1.875
Ba -0.852 2.557 4.127  1.899
C -0.546 0.940 1.411  1.139
O -0.332 2.186 1.350  -0.997
O -1.109 0.311 2.336  -1.076
O -0.581 0.316 0.329  -0.744
O 0.367 -0.680 -2.742  -0.604
H -0.423 -0.961 -3.203  0.355
H 0.174 0.214 -2.458  0.331
O -1.323 2.240 -1.868  -0.579
H -1.404 1.771 -1.037  0.273
H -1.854 1.733 -2.482  0.326
O 0.410 -1.739 3.144  -0.372
H -0.140 -2.483 2.898  0.356
H -0.077 -0.972 2.845  0.388
O 1.701 -1.432 0.555  -0.235
H 2.254 -1.245 -0.204  0.418
H 0.991 -0.793 0.498  0.368
O -0.697 -2.591 -0.827  -0.578
H -0.171 -1.796 -0.912  0.386
H -0.456 -3.121 -1.587  0.287
O 1.813 1.500 -1.161  -0.685
H 1.054 1.048 -0.793  0.236
H 2.110 0.931 -1.871  0.348

Output
Kohn-Sham gap (alpha / beta) = 8.2 / 3.7 eV
Highest occupied orbital energy (alpha / beta) = -25.0 / -25.0 eV
Total charge = +5
E_LUMO (alpha / beta) = -16.8002 / -21.3222 eV
2S+1 = 2

***

Record 4
Molecular formula: CH12ClO5
Method: DFT, the ωB97M-V functional and the def2-TZVPD basis

Last column: Mulliken charge in e.
Element x y z (Å)
Cl 0.593 -1.281 0.247  -0.869
C -1.362 2.317 -0.841  -0.320
O -1.146 1.189 -1.613  -0.493
H -0.560 3.007 -1.103  0.213
H -2.354 2.749 -0.978  0.242
H -1.482 1.948 0.178  0.063
H -0.909 0.415 -1.098  0.253
O -0.864 -4.057 1.441  -0.616
H -0.459 -4.687 0.844  0.280
H -0.571 -3.203 1.125  0.291
O -2.110 -0.672 2.311  -0.639
H -1.870 0.127 1.842  0.303
H -1.372 -1.265 2.169  0.318
O 3.685 0.253 0.525  -0.634
H 2.992 -0.407 0.490  0.288
H 3.567 0.768 -0.273  0.337
O 1.777 1.058 -1.764  -0.583
H 1.418 0.322 -1.268  0.281
H 1.026 1.419 -2.235  0.285

Output
Kohn-Sham gap = 9.3 eV
Highest occupied orbital energy = -5.8 eV
Total charge = -1
E_LUMO = 3.4545 eV
2S+1 = 1

***

Record 5
Molecular formula: CH12N2O3
Method: DFT, the ωB97M-V functional and the def2-TZVPD basis

Last column: Mulliken charge in e.
Element x y z (Å)
N -0.777 -2.087 0.585  -0.883
C 0.412 -1.775 1.430  -1.194
N 0.924 -0.457 1.214  -0.540
H -1.200 -2.956 0.926  0.299
H -0.400 -2.387 -0.315  0.422
H 1.213 -2.508 1.290  0.239
H 0.091 -1.859 2.465  0.609
H 0.313 0.248 1.609  0.496
H 1.045 -0.276 0.225  0.124
H -0.734 1.719 -1.805  0.304
H -0.204 2.687 -2.932  0.473
O -0.171 1.783 -2.594  -1.064
H -1.884 -0.227 0.116  0.169
H -2.188 1.255 -0.149  0.706
O -2.198 0.382 -0.575  -1.107
H 1.425 1.933 -1.068  0.328
H 2.454 1.972 0.052  0.470
O 1.879 2.554 -0.472  -0.852

Output
Kohn-Sham gap (alpha / beta) = 2.9 / 10.1 eV
Highest occupied orbital energy (alpha / beta) = 1.0 / -6.2 eV
Total charge = -1
E_LUMO (alpha / beta) = 3.9130 / 3.8714 eV
2S+1 = 2

***

Record 6
Molecular formula: CH12N3O3
Method: DFT, the ωB97M-V functional and the def2-TZVPD basis

Last column: Mulliken charge in e.
Element x y z (Å)
N -0.038 -2.216 -0.995  -0.404
C 0.555 -0.974 -0.685  0.414
N 1.831 -0.701 -1.097  -0.260
N -0.248 0.065 -0.179  -0.334
H 0.377 -3.056 -0.678  0.257
H -1.038 -2.233 -0.991  0.256
H 2.451 0.110 -0.672  0.268
H 2.226 -1.271 -1.729  0.222
H 0.305 0.732 0.340  0.330
H -1.127 -0.065 0.354  0.339
H -1.159 2.823 1.562  0.303
H -1.607 2.705 0.126  0.266
O -0.983 2.445 0.705  -0.583
H -3.294 -0.089 -0.695  0.287
H -3.520 -0.816 0.731  0.330
O -2.849 -0.520 0.003  -0.649
H 3.050 1.512 0.871  0.313
H 2.646 0.706 1.957  0.272
O 2.424 0.842 1.072  -0.626

Output
Kohn-Sham gap = 11.5 eV
Highest occupied orbital energy = -14.2 eV
Total charge = +1
E_LUMO = -2.6781 eV
2S+1 = 1

***

Record 7
Molecular formula: CH12NO3
Method: DFT, the ωB97M-V functional and the def2-TZVPD basis

Last column: Mulliken charge in e.
Element x y z (Å)
C -1.181 -0.922 -0.530  -0.712
N -0.736 0.061 -1.567  -0.219
H -0.311 -1.501 -0.171  0.247
H -1.803 -0.402 0.210  0.302
H -1.776 -1.731 -0.999  0.365
H -0.522 -0.357 -2.471  0.375
H 0.144 0.549 -1.327  0.326
H -1.419 0.812 -1.662  0.373
H 1.281 2.978 -0.528  0.312
H -0.265 3.216 -0.391  0.300
O 0.413 2.580 -0.632  -0.631
H 0.522 -2.397 3.844  0.508
H -0.548 -1.469 4.587  0.504
O 0.146 -1.456 3.859  -0.013
H 2.373 -0.568 -1.232  0.314
H 1.983 0.666 -0.211  0.297
O 1.699 -0.060 -0.779  -0.648

Output
Kohn-Sham gap (alpha / beta) = 10.0 / 2.7 eV
Highest occupied orbital energy (alpha / beta) = -18.4 / -18.4 eV
Total charge = +2
E_LUMO (alpha / beta) = -8.4125 / -15.6850 eV
2S+1 = 2

***

Record 8
Molecular formula: CH12O4S
Method: DFT, the ωB97M-V functional and the def2-TZVPD basis

Last column: Mulliken charge in e.
Element x y z (Å)
C -2.605 -0.424 -0.331  -0.587
S -1.816 1.200 0.016  -0.281
H -2.717 -0.589 -1.402  0.269
H -3.577 -0.485 0.163  0.311
H -1.927 -1.185 0.033  0.181
H -1.291 1.480 -1.194  0.137
O 2.419 1.188 0.599  -0.753
H 1.945 0.557 1.178  0.459
H 3.332 0.899 0.519  0.312
O 0.454 -2.216 -0.223  -0.686
H 0.827 -1.574 -0.859  0.424
H 1.109 -2.920 -0.117  0.299
O 1.675 -0.184 -1.588  -0.679
H 2.334 -0.091 -2.267  0.262
H 1.667 0.484 -0.869  0.400
O 0.632 -0.383 1.786  -0.788
H 0.136 0.191 1.146  0.231
H 0.616 -1.135 1.122  0.491

Output
Kohn-Sham gap = 9.7 eV
Highest occupied orbital energy = -9.3 eV
Structure (SMILES) = CS.O.O.O.O
E_LUMO = 0.4398 eV
2S+1 = 1

***

Number 1: strongest force on any atom 6.6 eV/Å, total energy -420.8828 Eh. Number 2: strongest force on any atom 4.0 eV/Å, total energy -2433.9397 Eh. Number 3: strongest force on any atom 4.7 eV/Å, total energy -796.8360 Eh. Number 4: strongest force on any atom 2.1 eV/Å, total energy -881.7889 Eh. Number 5: strongest force on any atom 0.9 eV/Å, total energy -380.4817 Eh. Number 6: strongest force on any atom 5.8 eV/Å, total energy -435.0615 Eh. Number 7: strongest force on any atom 1.5 eV/Å, total energy -324.9765 Eh. Number 8: strongest force on any atom 2.2 eV/Å, total energy -744.4374 Eh.